1.
Density functional theory data (ωB97M-V with the def2-TZVPD basis set) for a single C2H3N3O molecule in a non-equilibrium geometry.

Structure (XYZ):
```
9
Properties=species:S:1:pos:R:3:forces:R:3
O -2.024205 -0.140600 -0.055019 0.36 -3.37 0.68
N -0.647577 -0.194638 -0.011996 0.21 -0.11 0.05
C 0.132025 0.895289 0.023338 0.43 -1.10 -0.44
C 1.399759 0.324261 -0.046576 -0.95 -0.74 0.64
N 1.281175 -1.056617 0.015215 0.42 1.56 -0.85
N 0.032284 -1.371445 -0.028412 -1.18 1.29 0.40
H -2.187318 -1.145251 0.149244 -0.25 2.49 -0.52
H -0.323107 1.875008 0.087189 0.40 -0.14 -0.15
H 2.336964 0.813995 -0.132979 0.56 0.13 0.19
```
Positions in Å, forces in eV/Å.

Properties
- E_LUMO: 0.82 eV
- SMILES: On1ccnn1
- Maximum force: 3.46 eV Å⁻¹
- Calculated total energy: -317.41435 hartree
- Frontier orbital gap: 0.3894 Ha


2.
Density functional theory data (ωB97M-V with the def2-TZVPD basis set) for a single C2H3N3O2 molecule in a non-equilibrium geometry.

Structure (XYZ):
```
10
Properties=species:S:1:pos:R:3:forces:R:3
N -1.111997 -0.554055 1.504251 -2.68 2.49 -2.36
N -0.226184 0.015190 0.354351 -3.67 -0.84 0.26
C 0.983202 -0.334597 0.214632 5.37 2.81 -0.44
N 1.711948 0.260978 -0.858164 -2.25 -3.17 4.88
C 0.707384 0.674093 -1.634503 0.80 -1.67 -0.42
O 0.850566 0.981325 -2.764375 -2.00 1.20 -0.85
O -0.601323 0.340604 -0.937241 -1.74 1.92 -0.82
H -1.709147 0.321551 2.028365 2.52 -2.53 -2.24
H -1.938509 -1.026657 0.954090 2.04 0.87 1.19
H 1.334060 -0.678431 1.138594 1.62 -1.08 0.79
```
Positions in Å, forces in eV/Å.

Properties
- E_LUMO: -0.16 eV
- SMILES: Nn1cnc(=O)o1
- Maximum force: 6.24 eV Å⁻¹
- Calculated total energy: -392.60013 hartree
- Frontier orbital gap: 0.3467 Ha


3.
Density functional theory data (ωB97M-V with the def2-TZVPD basis set) for a single C2H3N3O2 molecule in a non-equilibrium geometry.

Structure (XYZ):
```
10
Properties=species:S:1:pos:R:3:forces:R:3
O 0.691275 2.088468 -0.286709 -1.67 -5.78 1.14
C 0.413296 0.889539 0.068112 -1.13 3.09 -0.38
C 0.849283 0.123232 1.284002 2.40 -2.41 0.59
N 0.751496 -1.222234 1.065076 -1.28 3.69 0.97
N -0.147556 -1.444352 0.009155 2.03 2.97 0.18
N -0.658814 -0.114183 -0.362376 1.92 -0.41 0.89
O -1.384387 -0.240093 -1.535480 0.34 0.83 0.30
H 1.477853 0.560588 2.283509 -1.70 -1.35 -3.46
H -0.858895 -1.993321 0.433589 -1.03 -0.61 0.14
H -2.265419 0.034497 -1.235243 0.11 -0.01 -0.38
```
Positions in Å, forces in eV/Å.

Properties
- E_LUMO: -0.20 eV
- SMILES: O=c1cn[nH]n1O
- Maximum force: 6.13 eV Å⁻¹
- Calculated total energy: -392.58298 hartree
- Frontier orbital gap: 0.3500 Ha


4.
Density functional theory data (ωB97M-V with the def2-TZVPD basis set) for a molecular structure, C2H3N3O2 in a non-equilibrium geometry.

Structure (XYZ):
```
10
Properties=species:S:1:pos:R:3:forces:R:3
C 0.026523 -0.637692 -0.400040 -1.39 0.87 1.09
C 0.384044 0.826027 0.967071 -0.32 4.20 -0.16
H -0.931776 -0.701549 -2.104598 0.25 0.13 0.15
H -0.680731 -2.250115 -1.446206 1.05 1.88 0.04
H -0.213214 2.703477 1.017981 3.03 -2.39 1.68
N -0.326239 -1.248222 -1.507304 -1.45 -3.85 -1.93
N -0.206607 0.610028 -0.212418 -0.22 1.95 -1.12
N 0.868053 -0.161325 1.551940 1.00 -3.16 1.89
O 0.555440 2.092583 1.488102 -3.35 0.95 -2.14
O 0.524506 -1.233212 0.645472 1.39 -0.58 0.50
```
Positions in Å, forces in eV/Å.

Properties
- E_LUMO: 0.62 eV
- Maximum force: 4.54 eV Å⁻¹
- Calculated total energy: -392.71831 hartree
- Frontier orbital gap: 0.3785 Ha


5.
Density functional theory data (ωB97M-V with the def2-TZVPD basis set) for 2 unconnected molecules or ions with the total composition C2H3N3O2 in a non-equilibrium geometry.

Structure (XYZ):
```
10
Properties=species:S:1:pos:R:3:forces:R:3
N -2.253343 0.277614 0.694461 -2.80 0.82 3.40
N -1.678589 -0.252864 -0.369759 -1.11 -0.23 -0.51
C -0.619312 -0.524602 -0.814612 0.66 -0.80 -1.76
O 0.159093 -0.935756 -1.579771 1.25 -0.10 -0.02
H -2.806044 -0.455928 1.261961 1.09 1.57 -1.45
H -2.902796 1.057824 0.427293 0.82 -1.26 0.27
N 2.799791 -0.538851 0.012669 0.83 -0.05 -0.60
C 2.505328 0.625588 -0.101270 -0.59 -0.73 -0.88
O 2.124521 1.652693 -0.436887 -0.14 1.92 -0.10
H 2.671352 -0.905718 0.905919 0.00 -1.15 1.63
```
Positions in Å, forces in eV/Å.

Properties
- E_LUMO: 0.43 eV
- SMILES: NN=C=O.N=C=O
- Maximum force: 4.49 eV Å⁻¹
- Calculated total energy: -392.70111 hartree
- Frontier orbital gap: 0.3538 Ha


6.
Density functional theory data (ωB97M-V with the def2-TZVPD basis set) for a single C2H3N3O4 molecule in a non-equilibrium geometry.

Structure (XYZ):
```
12
Properties=species:S:1:pos:R:3:forces:R:3
O 1.092530 -2.467466 0.079917 0.27 -0.86 0.65
C 0.807473 -1.331649 -0.049309 -2.33 1.45 -1.40
N 1.557571 -0.238524 -0.417697 -0.61 2.40 0.54
C 0.809530 1.011904 -0.309742 0.89 -2.33 -0.25
O 1.273979 2.093662 -0.244017 0.13 0.87 0.11
N -0.556442 0.634617 -0.336615 0.29 1.30 -0.45
O -1.290350 1.221395 0.781585 0.01 0.69 -0.65
N -0.512390 -0.750305 -0.321488 -1.13 -0.55 1.48
O -1.745701 -1.287733 -0.081331 -1.66 0.70 2.26
H 2.535345 -0.169408 -0.260806 0.77 -0.18 0.09
H -1.729115 2.060920 0.418197 1.00 -1.94 0.29
H -2.242430 -0.777415 0.741307 2.37 -1.55 -2.67
```
Positions in Å, forces in eV/Å.

Properties
- E_LUMO: 0.10 eV
- SMILES: O=c1[nH]c(=O)n(O)n1O
- Maximum force: 3.90 eV Å⁻¹
- Calculated total energy: -543.11182 hartree
- Frontier orbital gap: 0.3466 Ha


7.
Density functional theory data (ωB97M-V with the def2-TZVPD basis set) for a single C2H3N3O6S molecule in a non-equilibrium geometry.

Structure (XYZ):
```
15
Properties=species:S:1:pos:R:3:forces:R:3
C -2.229190 0.219668 0.124363 0.30 -2.20 -2.16
S -0.749365 1.357752 0.249053 -0.74 -0.28 0.54
C 0.625072 0.223393 0.027676 -0.80 0.18 -1.15
N 0.655816 -0.277206 -1.508037 0.09 -0.02 3.80
O 1.331294 0.262349 -2.279228 2.21 2.15 -1.86
O -0.073876 -1.176096 -1.686368 -2.14 -2.34 -0.63
N 1.954368 0.970846 0.314774 0.28 -1.53 1.37
O 2.917042 0.252735 0.459132 -0.22 -0.42 -0.65
O 1.925254 2.134487 0.553030 -0.66 1.10 -0.50
N 0.450875 -1.015745 1.017451 0.46 0.89 0.69
O 0.802099 -2.118248 0.714571 0.00 0.38 -0.31
O -0.009108 -0.641462 2.079009 0.30 -0.61 -0.49
H -3.080248 0.829930 -0.263701 1.03 -0.36 -0.05
H -2.707652 -0.481914 0.881430 1.48 1.42 0.15
H -1.812377 -0.540495 -0.683156 -1.61 1.65 1.26
```
Positions in Å, forces in eV/Å.

Properties
- E_LUMO: -1.35 eV
- SMILES: CSC([N+](=O)[O-])([N+](=O)[O-])[N+](=O)[O-]
- Maximum force: 3.80 eV Å⁻¹
- Calculated total energy: -1091.53804 hartree
- Frontier orbital gap: 0.3283 Ha


8.
Density functional theory data (ωB97M-V with the def2-TZVPD basis set) for a single C2H3N3OS2 molecule in a non-equilibrium geometry.

Structure (XYZ):
```
11
Properties=species:S:1:pos:R:3:forces:R:3
H -0.699683 2.499275 0.446144 -1.95 -2.07 -1.67
N -1.374715 1.721167 -0.003505 2.62 0.26 1.60
C -0.639254 0.696096 -0.209050 0.23 0.19 -1.16
O 0.770984 0.725495 -0.302273 0.37 -0.96 1.32
C 1.199612 -0.600414 -0.206865 -2.30 -1.39 -1.29
S 2.914797 -0.995613 0.048122 -0.35 4.42 -0.72
N 0.217632 -1.474911 -0.437959 2.55 2.94 0.78
N -0.910543 -0.636714 -0.619383 -2.46 -1.15 1.36
S -2.432585 -1.534103 -0.023788 2.24 2.90 2.54
H 3.256294 0.617942 -0.182363 -0.61 -3.92 0.58
H -2.302540 -1.018225 1.490920 -0.34 -1.23 -3.34
```
Positions in Å, forces in eV/Å.

Properties
- E_LUMO: -0.39 eV
- SMILES: [H]/N=c1\oc(S)nn1S
- Maximum force: 4.49 eV Å⁻¹
- Calculated total energy: -1113.75637 hartree
- Frontier orbital gap: 0.3142 Ha


9.
Density functional theory data (ωB97M-V with the def2-TZVPD basis set) for a single C2H3N3S molecule in a non-equilibrium geometry.

Structure (XYZ):
```
9
Properties=species:S:1:pos:R:3:forces:R:3
S 2.499971 0.476394 0.642567 -1.25 -0.42 0.28
C 0.886768 0.284125 -0.069988 -2.67 -2.83 1.89
N 0.045020 -0.642193 0.385584 1.02 1.87 -0.10
C -1.267986 -0.364190 -0.259527 5.71 -1.81 -1.94
N -0.926694 0.669039 -1.244011 1.56 1.46 0.30
N 0.272391 1.110242 -1.033077 -2.49 -0.88 -1.38
H 1.999517 -0.220663 1.728545 0.76 0.47 -0.72
H -1.619407 -1.357188 -0.570557 -0.29 0.65 -0.66
H -1.889580 0.044434 0.420464 -2.33 1.49 2.32
```
Positions in Å, forces in eV/Å.

Properties
- E_LUMO: -0.64 eV
- SMILES: SC1=NCN=N1
- Maximum force: 6.29 eV Å⁻¹
- Calculated total energy: -640.38590 hartree
- Frontier orbital gap: 0.3369 Ha


10.
Density functional theory data (ωB97M-V with the def2-TZVPD basis set) for a gas-phase ion, C2H3N3S (charge +2) in a non-equilibrium geometry.

Structure (XYZ):
```
9
Properties=species:S:1:pos:R:3:forces:R:3
C -0.469338 -0.775610 0.214084 -0.75 -1.23 2.35
C -0.733113 1.408716 -0.048158 -1.76 0.17 -0.30
N 0.799130 -0.733089 -0.134499 2.25 0.55 -1.09
N -0.197219 2.390411 -0.241326 1.02 1.35 -0.23
N -1.305184 0.210546 0.174092 -1.87 -0.69 0.39
S 2.226033 -0.182486 -0.034935 -1.02 -0.82 -0.29
H -0.889455 -1.601194 0.814840 0.81 -0.75 -0.85
H -2.358414 -0.020934 0.464527 2.45 1.21 -0.81
H 2.927564 -0.696360 -1.208622 -1.14 0.21 0.84
```
Positions in Å, forces in eV/Å.

Properties
- E_LUMO (spin up / spin down): -14.57 / -14.57 eV
- Total charge: +2
- Maximum force: 2.85 eV Å⁻¹
- Calculated total energy: -639.53188 hartree
- Frontier orbital gap (spin up / spin down): 0.2495 / 0.2495 Ha